# C66H148N2O2

A cluster of 10 separate species, C66H148N2O2 in total (wB97M-V/def2-TZVPD, the Open Molecules 2025 dataset).

Each line ends with the Löwdin charge.
Element x y z (Å)
C (-26.943, -9.726, -3.293)  -0.105
C (-25.699, -10.384, -3.927)  -0.267
C (-24.910, -9.397, -4.717)  -0.235
C (-23.493, -9.808, -5.218)  -0.210
C (-22.758, -8.843, -6.148)  -0.236
C (-22.411, -7.531, -5.411)  -0.115
H (-26.747, -8.826, -2.711)  0.071
H (-27.405, -10.388, -2.560)  0.064
H (-27.670, -9.582, -4.093)  0.058
H (-25.108, -10.809, -3.116)  0.106
H (-26.047, -11.196, -4.565)  0.110
H (-24.899, -8.391, -4.298)  0.093
H (-25.472, -9.230, -5.636)  0.102
H (-22.888, -10.110, -4.363)  0.108
H (-23.553, -10.760, -5.745)  0.104
H (-21.833, -9.279, -6.525)  0.104
H (-23.347, -8.627, -7.039)  0.084
H (-22.111, -6.749, -6.108)  0.047
H (-23.300, -7.120, -4.934)  0.051
H (-21.653, -7.593, -4.630)  0.068
C (-32.571, -6.004, -12.954)  -0.112
C (-32.411, -4.963, -11.812)  -0.248
C (-32.487, -5.583, -10.375)  -0.211
C (-31.391, -6.616, -9.944)  -0.188
C (-29.952, -6.076, -10.245)  -0.245
C (-28.890, -6.956, -9.592)  -0.117
H (-33.545, -6.465, -12.788)  0.072
H (-31.898, -6.861, -12.935)  0.056
H (-32.357, -5.457, -13.873)  0.068
H (-31.478, -4.403, -11.863)  0.089
H (-33.217, -4.263, -12.033)  0.097
H (-33.441, -6.026, -10.092)  0.100
H (-32.460, -4.690, -9.750)  0.083
H (-31.582, -6.850, -8.897)  0.065
H (-31.617, -7.513, -10.521)  0.106
H (-29.855, -6.197, -11.324)  0.099
H (-29.730, -5.032, -10.026)  0.104
H (-28.989, -8.003, -9.878)  0.072
H (-27.941, -6.561, -9.955)  0.071
H (-28.993, -6.912, -8.508)  0.045
C (-24.124, -1.423, -10.860)  -0.117
C (-24.480, -0.050, -10.375)  -0.283
C (-24.739, 0.120, -8.846)  -0.191
C (-25.619, 1.354, -8.439)  -0.213
C (-26.085, 1.255, -6.976)  -0.250
C (-24.919, 1.077, -6.005)  -0.109
H (-24.065, -1.400, -11.948)  0.073
H (-24.832, -2.223, -10.643)  0.056
H (-23.167, -1.638, -10.384)  0.070
H (-23.624, 0.610, -10.517)  0.103
H (-25.263, 0.379, -11.000)  0.092
H (-23.782, 0.130, -8.323)  0.110
H (-25.387, -0.713, -8.575)  0.083
H (-25.029, 2.240, -8.673)  0.108
H (-26.536, 1.467, -9.017)  0.078
H (-26.588, 2.200, -6.776)  0.100
H (-26.781, 0.417, -6.946)  0.090
H (-25.266, 1.333, -5.004)  0.065
H (-24.458, 0.089, -6.011)  0.041
H (-24.103, 1.776, -6.188)  0.077
C (-33.344, -2.747, -7.111)  -0.109
C (-33.020, -3.612, -5.888)  -0.254
C (-32.553, -2.711, -4.744)  -0.222
C (-32.202, -3.535, -3.482)  -0.204
C (-31.669, -2.700, -2.278)  -0.284
C (-31.122, -3.469, -1.110)  -0.122
H (-33.816, -3.283, -7.933)  0.059
H (-32.396, -2.399, -7.522)  0.055
H (-33.908, -1.845, -6.874)  0.073
H (-33.941, -4.066, -5.523)  0.109
H (-32.308, -4.409, -6.106)  0.074
H (-33.356, -2.024, -4.479)  0.113
H (-31.684, -2.104, -4.996)  0.104
H (-33.070, -4.052, -3.072)  0.112
H (-31.424, -4.258, -3.728)  0.085
H (-30.944, -1.955, -2.607)  0.094
H (-32.482, -2.116, -1.846)  0.105
H (-30.342, -4.177, -1.389)  0.062
H (-30.867, -2.860, -0.242)  0.070
H (-31.992, -4.076, -0.860)  0.071
C (-29.572, 2.814, -8.615)  -0.127
C (-30.822, 1.973, -8.423)  -0.238
C (-30.493, 0.507, -7.829)  -0.163
C (-29.374, -0.233, -8.596)  -0.250
C (-29.460, -0.561, -10.061)  -0.235
C (-28.103, -1.156, -10.638)  -0.065
H (-29.970, 3.770, -8.954)  0.072
H (-28.878, 2.440, -9.367)  0.059
H (-29.062, 2.847, -7.652)  0.072
H (-31.444, 2.531, -7.723)  0.096
H (-31.314, 1.902, -9.393)  0.095
H (-31.463, 0.021, -7.726)  0.084
H (-30.062, 0.519, -6.828)  0.098
H (-28.440, 0.322, -8.511)  0.072
H (-29.186, -1.169, -8.069)  0.100
H (-30.283, -1.245, -10.268)  0.097
H (-29.763, 0.358, -10.563)  0.096
H (-28.238, -1.301, -11.710)  0.067
H (-27.302, -0.422, -10.563)  0.041
H (-27.730, -2.056, -10.148)  0.052
C (-31.365, -6.878, -6.191)  -0.123
C (-30.890, -8.301, -5.852)  -0.231
C (-30.914, -9.238, -7.136)  -0.183
C (-30.324, -10.699, -6.986)  -0.202
C (-30.526, -11.595, -8.213)  -0.261
C (-31.959, -12.184, -8.333)  -0.114
H (-31.576, -6.219, -5.349)  0.052
H (-32.320, -7.041, -6.691)  0.072
H (-30.696, -6.462, -6.945)  0.054
H (-29.897, -8.307, -5.402)  0.081
H (-31.508, -8.718, -5.057)  0.102
H (-30.431, -8.821, -8.020)  0.075
H (-31.967, -9.171, -7.410)  0.096
H (-29.245, -10.616, -6.850)  0.098
H (-30.768, -11.203, -6.128)  0.106
H (-30.397, -11.021, -9.131)  0.096
H (-29.832, -12.436, -8.219)  0.099
H (-32.712, -11.409, -8.194)  0.062
H (-32.074, -12.623, -9.324)  0.062
H (-32.205, -13.019, -7.678)  0.064
C (-22.920, -6.141, -8.792)  -0.118
C (-21.786, -6.454, -9.797)  -0.246
C (-21.131, -5.206, -10.374)  -0.253
C (-20.205, -5.333, -11.590)  -0.209
C (-19.395, -4.023, -11.792)  -0.272
C (-19.140, -3.744, -13.250)  -0.130
H (-22.553, -5.590, -7.927)  0.057
H (-23.488, -6.999, -8.429)  0.054
H (-23.663, -5.492, -9.256)  0.063
H (-21.033, -7.098, -9.341)  0.105
H (-22.213, -6.978, -10.652)  0.103
H (-20.508, -4.816, -9.569)  0.108
H (-21.901, -4.438, -10.460)  0.104
H (-19.487, -6.146, -11.477)  0.110
H (-20.906, -5.653, -12.361)  0.109
H (-19.999, -3.164, -11.504)  0.096
H (-18.533, -4.044, -11.125)  0.112
H (-18.515, -4.564, -13.602)  0.072
H (-20.025, -3.705, -13.886)  0.074
H (-18.679, -2.760, -13.333)  0.069
C (-28.519, 1.501, -1.306)  -0.116
C (-27.798, 0.374, -1.934)  -0.284
C (-27.646, -0.839, -1.032)  -0.225
C (-26.586, -0.692, 0.069)  -0.226
C (-26.324, -1.982, 0.756)  -0.295
C (-27.545, -2.624, 1.381)  -0.098
H (-29.516, 1.258, -0.940)  0.077
H (-28.629, 2.279, -2.061)  0.076
H (-27.969, 1.768, -0.404)  0.071
H (-28.309, 0.185, -2.878)  0.104
H (-26.767, 0.547, -2.245)  0.097
H (-27.401, -1.764, -1.554)  0.089
H (-28.613, -1.174, -0.657)  0.094
H (-25.728, -0.404, -0.539)  0.089
H (-26.748, 0.083, 0.818)  0.115
H (-25.918, -2.661, 0.007)  0.102
H (-25.536, -1.805, 1.487)  0.107
H (-27.931, -1.911, 2.110)  0.079
H (-28.248, -2.893, 0.593)  0.057
H (-27.261, -3.480, 1.993)  0.071
C (-24.307, -3.162, -6.665)  -0.023
C (-25.700, -3.802, -6.581)  -0.443
C (-25.447, -5.317, -6.793)  -0.163
C (-26.587, -6.159, -6.398)  -0.182
C (-26.899, -5.870, -4.923)  -0.142
C (-27.373, -4.430, -4.729)  -0.490
N (-26.289, -3.547, -5.198)  0.036
O (-26.486, -2.080, -4.816)  -0.037
C (-28.795, -4.220, -5.305)  -0.005
C (-27.496, -4.354, -3.173)  -0.023
C (-26.569, -3.315, -7.745)  -0.026
H (-23.708, -3.395, -7.545)  0.080
H (-23.752, -3.393, -5.755)  0.079
H (-24.409, -2.077, -6.674)  0.053
H (-25.423, -5.519, -7.864)  0.108
H (-24.522, -5.653, -6.326)  0.107
H (-26.354, -7.206, -6.589)  0.109
H (-27.485, -5.890, -6.954)  0.086
H (-26.010, -6.084, -4.331)  0.116
H (-27.679, -6.535, -4.551)  0.112
H (-29.262, -3.334, -4.875)  0.084
H (-28.884, -4.269, -6.390)  0.065
H (-29.370, -5.095, -5.002)  0.067
H (-27.877, -3.377, -2.875)  0.057
H (-28.243, -5.072, -2.834)  0.083
H (-26.492, -4.508, -2.780)  0.080
H (-26.930, -2.339, -7.420)  0.074
H (-27.437, -3.962, -7.868)  0.063
H (-26.060, -3.226, -8.704)  0.075
C (-21.392, -5.152, -3.350)  -0.054
C (-21.334, -3.818, -2.575)  -0.487
C (-20.212, -3.061, -3.285)  -0.143
C (-20.099, -1.542, -2.921)  -0.183
C (-21.427, -0.809, -3.077)  -0.127
C (-22.640, -1.600, -2.395)  -0.436
N (-22.577, -3.020, -2.817)  -0.020
O (-23.767, -3.733, -2.364)  -0.035
C (-22.554, -1.413, -0.803)  -0.004
C (-23.874, -0.859, -2.960)  -0.048
C (-20.926, -4.068, -1.110)  -0.029
H (-21.698, -4.987, -4.383)  0.070
H (-22.072, -5.887, -2.921)  0.083
H (-20.372, -5.519, -3.459)  0.090
H (-19.262, -3.522, -3.014)  0.116
H (-20.179, -3.196, -4.366)  0.116
H (-19.283, -0.972, -3.365)  0.107
H (-19.655, -1.492, -1.927)  0.092
H (-21.599, -0.580, -4.129)  0.115
H (-21.228, 0.133, -2.567)  0.116
H (-21.489, -1.402, -0.571)  0.052
H (-22.956, -0.429, -0.560)  0.080
H (-22.945, -2.224, -0.189)  0.075
H (-24.000, -1.093, -4.018)  0.061
H (-24.727, -1.251, -2.406)  0.060
H (-23.874, 0.209, -2.744)  0.091
H (-20.189, -4.865, -1.012)  0.084
H (-21.717, -4.481, -0.484)  0.088
H (-20.401, -3.246, -0.623)  0.071

Properties
E_tot = -77911.378 eV
Highest occupied orbital energy (spin up / spin down) = -9.081 / -9.728 eV
Expectation value of S² = 2.01
Spin multiplicity = 3